<P>
Computed, not measured: a 2-piece molecular cluster, C2H10N4 overall, with ωB97M-V/def2-TZVPD.

Bonds (Å) are listed after each position.
Atoms and positions in Å:
1 C -1.09 1.53 -0.59  N2 1.449, H5 1.098, H6 1.103, H7 1.103
2 N 0.27 1.15 -0.91  C1 1.449, H3 1.018
3 H 0.65 1.78 -1.61  N2 1.018
4 H 1.09 0.67 0.43  N11 1.112
5 H -1.51 0.84 0.16  C1 1.098
6 H -1.77 1.49 -1.46  C1 1.103
7 H -1.19 2.54 -0.16  C1 1.103
8 N 0.51 -0.77 1.87  N11 1.440, H12 1.014, H13 1.018
9 N -0.26 -1.83 -0.46  C10 1.345, H14 1.012, H15 1.005
10 C 0.73 -0.91 -0.47  N9 1.345, N11 1.369, H16 1.079
11 N 1.25 -0.41 0.68  H4 1.112, N8 1.440, C10 1.369
12 H 1.13 -1.26 2.51  N8 1.014
13 H 0.27 0.11 2.32  N8 1.018
14 H -0.85 -1.84 0.36  N9 1.012
15 H -0.63 -2.17 -1.33  N9 1.005
16 H 1.39 -0.91 -1.33  C10 1.079

The molar mass comes out at 90.1 g/mol. Its HOMO-LUMO gap is 8.127 eV. The charge is 0. The spin multiplicity is 1. As for the HOMO energy: -7.14 eV.

Here are the natural (NBO) charges for atoms 1 to 4, given in e: C -0.419; N -0.960; H 0.338; H 0.443

<Q>
Computed, not measured: a 2-piece molecular cluster, C2H10N4 overall, with ωB97M-V/def2-TZVPD.

Bonds (Å) are listed after each position.
Atoms and positions in Å:
1 H -2.24 -1.36 -0.80  N2 1.041
2 N -1.25 -1.64 -0.98  H1 1.041, N3 1.240
3 N -0.56 -1.80 0.03  N2 1.240, N4 1.328
4 N -1.07 -1.63 1.25  N3 1.328, H5 1.005, H6 1.022
5 H -0.52 -1.95 2.03  N4 1.005
6 H -2.03 -1.29 1.37  N4 1.022
7 C 0.95 1.46 0.75  C8 1.522, H10 1.089, H11 1.088, H12 1.086
8 C 1.15 0.69 -0.54  C7 1.522, N9 1.445, H13 1.147, H14 1.093
9 N 0.13 1.00 -1.51  C8 1.445, H15 1.020, H16 1.031
10 H 1.76 1.25 1.45  C7 1.089
11 H 0.01 1.17 1.21  C7 1.088
12 H 0.93 2.53 0.55  C7 1.086
13 H 1.10 -0.43 -0.30  C8 1.147
14 H 2.13 0.92 -0.98  C8 1.093
15 H -0.78 0.67 -1.18  N9 1.020
16 H 0.29 0.42 -2.35  N9 1.031

The molar mass comes out at 90.1 g/mol. Its HOMO-LUMO gap is 9.602 eV. Its SMILES is [H]/N=N\N.CCN. The charge is 0. The spin multiplicity is 1. As for the HOMO energy: -8.74 eV.

Here are the natural (NBO) charges for atoms 1 to 4, given in e: H 0.267; N -0.425; N 0.042; N -0.636

<R>
Computed, not measured: a 2-piece molecular cluster, C2H10N4 overall, with ωB97M-V/def2-TZVPD.

Bonds (Å) are listed after each position.
Atoms and positions in Å:
1 H 2.02 4.46 1.25  N2 1.090
2 N 1.70 3.70 1.97  H1 1.090, C3 1.279
3 C 1.63 2.51 1.51  N2 1.279, N4 1.429, H5 1.124
4 N 1.11 1.47 2.34  C3 1.429, H6 1.055, H7 1.057
5 H 1.78 2.26 0.43  C3 1.124
6 H 1.01 1.95 3.27  N4 1.055
7 H 1.69 0.63 2.61  N4 1.057
8 N -1.89 -2.59 -0.87  C9 1.514, H11 0.995, H12 1.041
9 C -0.61 -1.95 -1.37  N8 1.514, N10 1.492, H13 1.105, H14 1.050
10 N -0.93 -1.00 -2.48  C9 1.492, H15 1.028, H16 1.018
11 H -2.53 -1.96 -0.43  N8 0.995
12 H -1.82 -3.48 -0.34  N8 1.041
13 H -0.34 -1.34 -0.49  C9 1.105
14 H 0.03 -2.72 -1.67  C9 1.050
15 H -1.06 -1.48 -3.38  N10 1.028
16 H -1.79 -0.46 -2.36  N10 1.018

The molar mass comes out at 90.1 g/mol. Its HOMO-LUMO gap is 9.909 eV. Its SMILES is [H]/N=C/N.NCN. The charge is 0. The spin multiplicity is 1. As for the HOMO energy: -8.96 eV.

Here are the natural (NBO) charges for atoms 1 to 4, given in e: H 0.353; N -0.696; C 0.268; N -0.846

Most stable one: <R>, least stable one: <P>.

<P>
Computed, not measured: a 2-piece molecular cluster, C13H17P overall, with ωB97M-V/def2-TZVPD.

Bonds (Å) are listed after each position.
Atoms and positions in Å:
1 C 3.60 0.90 -0.19  C2 1.425, C3 1.426, H15 1.081
2 C 3.13 0.57 1.11  C1 1.425, C4 1.439, H16 1.092
3 C 2.68 1.26 -1.22  C1 1.426, C5 1.383, H17 1.140
4 C 1.72 0.35 1.28  C2 1.439, C6 1.348, H18 1.208
5 C 1.33 1.14 -0.96  C3 1.383, C6 1.410, H19 1.149
6 C 0.87 0.61 0.26  C4 1.348, C5 1.410, P14 1.855
7 C -1.17 0.53 3.41  H20 1.127, H21 1.080
8 C -0.13 -2.34 -0.77  C9 1.459, C12 1.510, H22 1.094, H23 1.095
9 C 0.25 -2.51 0.63  C8 1.459, C12 1.494, H24 1.045, H25 1.121
10 C -2.99 0.45 -1.29  C11 1.530, C13 1.514, H26 1.198, H27 1.064
11 C -2.28 1.81 -1.33  C10 1.530, C13 1.515, H28 1.045, H29 1.047
12 C -0.95 -1.68 0.31  C8 1.510, C9 1.494, P14 1.892, H30 1.173
13 C -1.49 0.54 -1.11  C10 1.514, C11 1.515, P14 1.750, H31 1.066
14 P -0.93 0.20 0.51  C6 1.855, C12 1.892, C13 1.750
15 H 4.64 1.15 -0.32  C1 1.081
16 H 3.83 0.47 1.95  C2 1.092
17 H 3.08 1.67 -2.21  C3 1.140
18 H 1.38 -0.30 2.24  C4 1.208
19 H 0.57 1.37 -1.79  C5 1.149
20 H -1.71 1.52 3.46  C7 1.127
21 H -2.03 -0.09 3.19  C7 1.080
22 H 0.57 -1.80 -1.41  C8 1.094
23 H -0.67 -3.08 -1.38  C8 1.095
24 H 0.12 -3.30 1.29  C9 1.045
25 H 1.22 -1.96 0.77  C9 1.121
26 H -3.69 0.00 -0.43  C10 1.198
27 H -3.39 -0.02 -2.15  C10 1.064
28 H -2.38 2.34 -2.23  C11 1.045
29 H -2.31 2.36 -0.44  C11 1.047
30 H -1.94 -2.20 0.68  C12 1.173
31 H -0.93 0.04 -1.87  C13 1.066

The molar mass comes out at 204.3 g/mol. Its HOMO-LUMO gap is 8.460 eV. The charge is 0. The spin multiplicity is 1. As for the HOMO energy: -8.66 eV.

Here are the natural (NBO) charges for atoms 1 to 4, given in e: C -0.215; C -0.208; C -0.208; C -0.208

<Q>
Computed, not measured: one molecule with the formula C13H17P, with ωB97M-V/def2-TZVPD.

Bonds (Å) are listed after each position.
Atoms and positions in Å:
1 C -2.41 1.55 1.09  C2 1.306, H15 1.032, H16 1.094
2 C -1.86 0.45 0.66  C1 1.306, C3 1.421, P12 2.286
3 C -0.51 0.00 0.61  C2 1.421, C4 1.362, H17 1.143
4 C 0.60 0.53 0.03  C3 1.362, C5 1.432, H18 1.138
5 C 1.89 -0.08 0.12  C4 1.432, C6 1.386, C10 1.451
6 C 2.04 -1.46 0.15  C5 1.386, C7 1.413, H19 1.195
7 C 3.25 -2.16 0.01  C6 1.413, C8 1.390, H20 1.141
8 C 4.38 -1.36 0.08  C7 1.390, C9 1.368, H21 1.143
9 C 4.33 0.01 0.05  C8 1.368, C10 1.375, H22 1.110
10 C 3.12 0.65 -0.08  C5 1.451, C9 1.375, C11 1.513
11 C 3.03 2.16 -0.23  C10 1.513, H23 1.019, H24 1.057, H25 1.051
12 P -3.18 -1.27 -0.06  C2 2.286, C13 1.835, C14 1.877
13 C -4.70 -0.64 0.75  P12 1.835, H26 1.073, H27 1.099, H28 1.031
14 C -3.42 -0.67 -1.83  P12 1.877, H29 1.188, H30 1.050, H31 1.077
15 H -3.35 1.71 0.69  C1 1.032
16 H -1.94 2.39 1.61  C1 1.094
17 H -0.40 -1.01 1.14  C3 1.143
18 H 0.69 1.53 -0.52  C4 1.138
19 H 1.02 -2.09 0.24  C6 1.195
20 H 3.36 -3.29 -0.13  C7 1.141
21 H 5.44 -1.78 0.06  C8 1.143
22 H 5.34 0.45 -0.07  C9 1.110
23 H 3.93 2.61 -0.04  C11 1.019
24 H 2.69 2.61 -1.12  C11 1.057
25 H 2.39 2.57 0.49  C11 1.051
26 H -5.40 -1.38 0.41  C13 1.073
27 H -5.14 0.35 0.54  C13 1.099
28 H -4.68 -0.96 1.72  C13 1.031
29 H -4.49 -1.00 -2.23  C14 1.188
30 H -2.59 -0.83 -2.45  C14 1.050
31 H -3.41 0.39 -1.68  C14 1.077

The molar mass comes out at 204.3 g/mol. Its HOMO-LUMO gap is 8.119 eV. Its SMILES is C=C(/C=C/c1ccccc1C)P(C)C. The charge is 0. The spin multiplicity is 1. As for the HOMO energy: -7.72 eV.

Here are the natural (NBO) charges for atoms 1 to 4, given in e: C -0.449; C -0.124; C -0.239; C -0.208

Most stable one: <Q>, least stable one: <P>.

<P>
Computed, not measured: one molecule with the formula C3H9N3O, with ωB97M-V/def2-TZVPD.

Bonds (Å) are listed after each position.
Atoms and positions in Å:
1 N -1.93 -1.15 1.37  C2 1.473, H8 1.010, H9 1.010
2 C -1.48 -0.80 0.02  N1 1.473, N3 1.432, H10 1.105, H11 1.096
3 N -0.40 0.15 0.05  C2 1.432, C4 1.497, H12 1.006
4 C 0.76 -0.21 -0.83  N3 1.497, C5 1.519, H13 1.095, H14 1.083
5 C 1.71 0.97 -0.86  C4 1.519, N6 1.385, O7 1.204
6 N 2.06 1.42 0.40  C5 1.385, H15 1.004, H16 1.007
7 O 2.16 1.45 -1.87  C5 1.204
8 H -2.89 -1.47 1.35  N1 1.010
9 H -1.86 -0.38 2.02  N1 1.010
10 H -2.33 -0.49 -0.61  C2 1.105
11 H -1.17 -1.75 -0.43  C2 1.096
12 H -0.70 1.06 -0.26  N3 1.006
13 H 0.33 -0.48 -1.80  C4 1.095
14 H 1.27 -1.05 -0.39  C4 1.083
15 H 3.02 1.53 0.66  N6 1.004
16 H 1.46 1.20 1.18  N6 1.007

The molar mass comes out at 103.1 g/mol. Its HOMO-LUMO gap is 10.087 eV. Its SMILES is NCNCC(N)=O. The charge is 0. The spin multiplicity is 1. As for the HOMO energy: -9.20 eV.

Here are the natural (NBO) charges for atoms 1 to 4, given in e: N -0.846; C -0.049; N -0.642; C -0.310

<Q>
Computed, not measured: one molecule with the formula C3H9N3O, with ωB97M-V/def2-TZVPD.

Bonds (Å) are listed after each position.
Atoms and positions in Å:
1 N -2.51 -0.10 0.16  C2 1.440, H8 1.012, H9 1.012
2 C -1.45 0.86 0.31  N1 1.440, C3 1.526, H10 1.090, H11 1.101
3 C -0.07 0.35 0.71  C2 1.526, N4 1.456, H12 1.088, H13 1.090
4 N 0.34 -0.75 -0.15  C3 1.456, C5 1.393, H14 1.010
5 C 1.66 -0.93 -0.54  N4 1.393, N6 1.375, O7 1.212
6 N 2.31 0.19 -1.01  C5 1.375, H15 1.001, H16 1.003
7 O 2.17 -2.03 -0.57  C5 1.212
8 H -2.32 -0.76 -0.59  N1 1.012
9 H -2.73 -0.61 1.01  N1 1.012
10 H -1.33 1.37 -0.65  C2 1.090
11 H -1.82 1.68 0.94  C2 1.101
12 H -0.02 0.10 1.77  C3 1.088
13 H 0.63 1.18 0.61  C3 1.090
14 H -0.01 -1.66 0.13  N4 1.010
15 H 1.88 1.08 -0.90  N6 1.001
16 H 3.28 0.02 -1.22  N6 1.003

The molar mass comes out at 103.1 g/mol. Its HOMO-LUMO gap is 10.192 eV. Its SMILES is NCCNC(N)=O. The charge is 0. The spin multiplicity is 1. As for the HOMO energy: -9.38 eV.

Here are the natural (NBO) charges for atoms 1 to 4, given in e: N -0.836; C -0.226; C -0.235; N -0.660

Most stable one: <Q>, least stable one: <P>.

<P>
Computed, not measured: one molecule with the formula C8H18Si, with ωB97M-V/def2-TZVPD.

Bonds (Å) are listed after each position.
Atoms and positions in Å:
1 C -1.45 1.95 -0.83  C2 1.540, H10 1.053, H11 1.040
2 C -1.54 1.43 0.61  C1 1.540, C3 1.511, H12 1.119, H13 1.173
3 C -0.76 0.21 0.18  C2 1.511, C8 1.531, Si9 1.871
4 C -2.73 -1.28 0.68  C8 1.468, H14 1.123, H15 1.077, H16 1.144
5 C 1.80 1.92 0.35  Si9 1.914, H17 1.102, H18 1.046, H19 1.106
6 C 1.83 -0.81 -1.45  Si9 1.972, H20 1.085, H21 1.104, H22 1.145
7 C 1.82 -1.11 1.37  Si9 1.913, H23 1.126, H24 1.028, H25 1.034
8 C -1.55 -1.05 -0.18  C3 1.531, C4 1.468, H26 1.112, H27 1.147
9 Si 1.11 0.16 0.12  C3 1.871, C5 1.914, C6 1.972, C7 1.913
10 H -2.24 1.80 -1.50  C1 1.053
11 H -0.64 2.53 -1.15  C1 1.040
12 H -1.29 2.06 1.50  C2 1.119
13 H -2.66 1.08 0.68  C2 1.173
14 H -3.60 -0.60 0.51  C4 1.123
15 H -2.29 -1.07 1.64  C4 1.077
16 H -3.22 -2.31 0.65  C4 1.144
17 H 2.84 1.70 0.04  C5 1.102
18 H 1.20 2.55 -0.24  C5 1.046
19 H 1.75 2.20 1.42  C5 1.106
20 H 2.84 -1.11 -1.19  C6 1.085
21 H 1.18 -1.70 -1.55  C6 1.104
22 H 1.68 -0.40 -2.51  C6 1.145
23 H 2.23 -2.10 1.04  C7 1.126
24 H 2.68 -0.69 1.75  C7 1.028
25 H 1.21 -1.33 2.17  C7 1.034
26 H -1.83 -1.16 -1.25  C8 1.112
27 H -0.82 -1.93 -0.15  C8 1.147

The molar mass comes out at 142.3 g/mol. Its HOMO-LUMO gap is 8.572 eV. The charge is 0. The spin multiplicity is 1. As for the HOMO energy: -7.86 eV.

Here are the natural (NBO) charges for atoms 1 to 4, given in e: C -0.337; C -0.487; C -0.407; C -0.614

<Q>
Computed, not measured: a 2-piece molecular cluster, C8H18Si overall, with ωB97M-V/def2-TZVPD.

Bonds (Å) are listed after each position.
Atoms and positions in Å:
1 C 2.96 0.17 -0.32  C2 1.316, C3 1.532, H10 1.003
2 C 1.98 0.93 0.11  C1 1.316, C4 1.464
3 C 2.88 -1.36 -0.47  C1 1.532, H11 1.074, H12 1.176, H13 1.117
4 C 1.91 2.38 0.30  C2 1.464, H14 1.128, H15 1.088, H16 1.167
5 C -1.79 -2.66 0.26  C7 1.532, H17 1.023, H18 1.160, H19 1.062
6 C -2.96 1.26 0.16  C8 1.535, H20 1.181, H21 1.194, H22 1.067
7 C -0.92 -1.48 0.71  C5 1.532, Si9 2.012, H23 1.039, H24 1.065
8 C -1.72 1.41 -0.73  C6 1.535, Si9 1.904, H25 1.116, H26 1.068
9 Si -0.59 -0.13 -0.74  C7 2.012, C8 1.904, H27 1.569
10 H 3.90 0.48 -0.49  C1 1.003
11 H 3.47 -1.76 -1.27  C3 1.074
12 H 3.37 -1.96 0.42  C3 1.176
13 H 1.88 -1.84 -0.51  C3 1.117
14 H 2.83 2.80 0.81  C4 1.128
15 H 1.72 2.86 -0.66  C4 1.088
16 H 1.15 2.59 1.16  C4 1.167
17 H -2.68 -2.40 -0.16  C5 1.023
18 H -1.11 -3.04 -0.60  C5 1.160
19 H -2.08 -3.21 1.12  C5 1.062
20 H -3.56 2.26 0.26  C6 1.181
21 H -3.80 0.61 -0.39  C6 1.194
22 H -2.71 0.90 1.13  C6 1.067
23 H 0.02 -1.83 1.00  C7 1.039
24 H -1.38 -1.04 1.56  C7 1.065
25 H -1.09 2.23 -0.31  C8 1.116
26 H -1.98 1.70 -1.72  C8 1.068
27 H -0.67 -1.06 -2.00  Si9 1.569

The molar mass comes out at 142.3 g/mol. Its HOMO-LUMO gap is 7.705 eV. The charge is 0. The spin multiplicity is 1. As for the HOMO energy: -7.60 eV.

Here are the natural (NBO) charges for atoms 1 to 4, given in e: C -0.305; C -0.037; C -0.625; C -0.716

Most stable one: <P>, least stable one: <Q>.